Entry from the OMol25 dataset: the molecule C3H5I (the ωB97M-V functional and the def2-TZVPD basis).

Output
Total charge: 0
DFT total energy in a.u.: -414.974406
E_HOMO in hartree: -0.336
Structure (SMILES): C=C(C)I
Kohn-Sham gap in eV: 9.8

Each line ends with the Mulliken charge.
CARTESIAN COORDINATES (ANGSTROEM)
C1 1.3710 0.2132 0.2208  -0.771
C2 0.1549 0.2903 -0.2793  0.357
C3 -1.0365 -0.4686 0.1837  -1.093
I1 -0.2355 1.6058 -1.9128  0.032
H1 2.1982 0.7884 -0.1552  0.271
H2 1.5795 -0.4477 1.0467  0.247
H3 -1.8228 0.2143 0.5059  0.315
H4 -1.4394 -1.0779 -0.6255  0.315
H5 -0.7695 -1.1178 1.0157  0.327



Entry from the OMol25 dataset: the molecule C3H5I in a non-equilibrium geometry (the ωB97M-V functional and the def2-TZVPD basis).

Output
Total charge: 0
DFT total energy in a.u.: -414.940238
E_HOMO in hartree: -0.342
Structure (SMILES): C=C(C)I
Kohn-Sham gap in eV: 9.6

Each line ends with the Mulliken charge.
CARTESIAN COORDINATES (ANGSTROEM)
C1 0.1788 1.4443 -0.0176  -0.597
C2 -0.3034 0.2645 0.0736  0.128
C3 0.3725 -1.1300 0.0088  -0.855
I1 -2.5567 -0.2300 0.0427  -0.073
H1 -0.3934 2.3197 -0.1757  0.274
H2 1.2092 1.4929 0.1442  0.265
H3 -0.3883 -1.6881 -0.7115  0.328
H4 1.4092 -0.9030 -0.3989  0.282
H5 0.4721 -1.5703 1.0343  0.248



Entry from the OMol25 dataset: a cluster of 2 separate species, C3H5I3Si in total in a non-equilibrium geometry (the ωB97M-V functional and the def2-TZVPD basis).

Output
Total charge: 0
DFT total energy in a.u.: -1299.853832
E_HOMO (alpha / beta) in hartree: -0.350 / -0.283
Kohn-Sham gap (alpha / beta) in eV: 7.8 / 4.7

Each line ends with the Mulliken charge.
CARTESIAN COORDINATES (ANGSTROEM)
C1 -0.3872 0.8451 -1.1411  -0.680
C2 0.0441 1.3409 0.1876  -0.463
C3 0.5759 0.0472 -0.3032  -0.098
Si1 -0.0233 -1.6366 0.2868  0.137
I1 0.0890 -0.2120 4.2746  -0.149
I2 -2.2028 -2.2983 -0.5552  -0.051
I3 1.5899 -3.3927 -0.1144  -0.061
H1 -1.3028 0.4342 -1.2958  0.245
H2 0.0838 1.2152 -1.9776  0.213
H3 0.6782 2.3086 0.3085  0.199
H4 -0.7433 1.3687 0.8575  0.301
H5 1.5985 -0.0203 -0.5278  0.406



Entry from the OMol25 dataset: a cluster of 2 separate species, C3H5IN2 in total in a non-equilibrium geometry (the ωB97M-V functional and the def2-TZVPD basis).

Output
Total charge: 0
DFT total energy in a.u.: -524.368895
E_HOMO (alpha / beta) in hartree: -0.289 / -0.289
Kohn-Sham gap (alpha / beta) in eV: 8.4 / 8.4

Each line ends with the Mulliken charge.
CARTESIAN COORDINATES (ANGSTROEM)
C1 -0.8194 1.0718 -0.1960  0.152
C2 1.1759 -0.7237 0.4067  0.053
C3 -0.6945 -0.2761 -0.6907  -0.731
N1 -0.9045 1.3212 1.0208  -0.679
N2 1.6661 -1.7876 0.3476  -0.293
I1 -0.6966 -0.6252 -2.8016  0.017
H1 -0.7926 1.9707 -0.9621  0.265
H2 0.8347 0.1039 1.0999  0.293
H3 -1.2649 -1.0766 -0.2245  0.412
H4 -1.0762 2.2477 1.3207  0.213
H5 2.5720 -2.2261 0.6791  0.299



Entry from the OMol25 dataset: a cluster of 2 separate species, C3H5IN3 in total in a non-equilibrium geometry (the ωB97M-V functional and the def2-TZVPD basis).

Output
Total charge: +1
DFT total energy in a.u.: -578.880845
E_HOMO (alpha / beta) in hartree: -0.538 / -0.549
Kohn-Sham gap (alpha / beta) in eV: 5.5 / 6.2

Each line ends with the Mulliken charge.
CARTESIAN COORDINATES (ANGSTROEM)
C1 0.4983 1.8607 -0.3264  -0.185
C2 -1.2391 0.7641 0.2887  0.093
C3 -0.3937 -1.5317 0.0295  -0.780
N1 -0.7163 1.9975 0.1167  -0.449
N2 0.8416 0.5605 -0.3455  -0.445
N3 -0.2724 -0.1184 0.0214  0.387
I1 3.5594 -0.6581 0.0343  0.634
H1 1.2178 2.5432 -0.4570  0.454
H2 -2.2242 0.5211 0.4918  0.378
H3 -1.4341 -1.8471 0.1827  0.286
H4 -0.0069 -2.1221 -0.9145  0.282
H5 0.1694 -1.9697 0.8785  0.344



Entry from the OMol25 dataset: a cluster of 2 separate species, C3H5IO in total in a non-equilibrium geometry (the ωB97M-V functional and the def2-TZVPD basis).

Output
Total charge: 0
DFT total energy in a.u.: -490.051496
E_HOMO (alpha / beta) in hartree: -0.228 / -0.362
Multiplicity: 3
<S²>: 2.010
Kohn-Sham gap (alpha / beta) in eV: 6.5 / 8.7

Each line ends with the Mulliken charge.
CARTESIAN COORDINATES (ANGSTROEM)
C1 1.0256 0.7375 -0.0693  0.275
C2 1.1228 -0.2104 0.9659  -0.566
C3 -1.5043 0.4788 -1.1531  -0.764
O1 1.5706 1.5005 -0.7346  -0.362
I1 -1.5958 -1.6635 -1.3454  0.079
H1 0.8032 0.2856 1.8614  0.269
H2 0.4583 -0.9576 0.6602  0.148
H3 2.2504 -0.6838 1.0778  0.230
H4 -2.3373 0.7861 -0.4432  0.296
H5 -1.5613 0.9666 -2.0276  0.394



Entry from the OMol25 dataset: a structure of composition C3H5KLiO4 in a non-equilibrium geometry (the ωB97M-V functional and the def2-TZVPD basis).

Output
Total charge: 0
DFT total energy in a.u.: -1025.643902
E_HOMO (alpha / beta) in hartree: -0.262 / -0.237
Multiplicity: 2
<S²>: 0.767
Kohn-Sham gap (alpha / beta) in eV: 6.1 / 5.4

Each line ends with the Mulliken charge.
CARTESIAN COORDINATES (ANGSTROEM)
O1 1.5792 1.9814 -1.1169  -0.699
C1 1.3191 0.9180 -0.0706  0.761
O2 2.2115 -0.1039 -0.4354  -0.942
O3 1.5744 1.4709 1.1643  -0.620
O4 0.0037 0.3724 -0.2429  -0.405
C2 -0.6493 -0.3073 0.8404  -0.293
C3 -2.0573 -0.7687 0.3974  -1.011
H1 -0.1000 -1.1957 1.1669  0.313
H2 -0.8007 0.3321 1.7152  0.252
H3 -2.0081 -1.5039 -0.4060  0.249
H4 -2.5918 -1.2381 1.2243  0.361
H5 -2.6593 0.0691 0.0440  0.280
K1 3.6619 1.1466 -2.7885  0.894
Li1 0.5167 -1.1728 -1.4924  0.861



Entry from the OMol25 dataset: a structure of composition C3H5LaO4 in a non-equilibrium geometry (the ωB97M-V functional and the def2-TZVPD basis).

Output
Total charge: +1
DFT total energy in a.u.: -449.465912
E_HOMO (alpha / beta) in hartree: -0.432 / -0.432
Multiplicity: 2
<S²>: 0.751
Kohn-Sham gap (alpha / beta) in eV: 5.1 / 5.3

Each line ends with the Mulliken charge.
CARTESIAN COORDINATES (ANGSTROEM)
O1 -0.3736 0.9378 -0.7298  -0.618
C1 -0.0325 -0.1249 -0.1956  0.687
C2 -2.8164 0.6688 0.1007  -0.225
O2 1.1428 -0.5650 -0.0127  -0.601
O3 -0.9666 -0.8420 0.4598  -0.342
C3 -2.2986 -0.7563 -0.0382  -0.337
La1 3.8245 0.2649 -0.1748  1.630
H1 -2.8219 1.1701 -0.8808  0.262
H2 -2.3782 1.1501 0.9905  0.283
H3 -2.3108 -1.0662 -1.0906  0.239
H4 -2.8950 -1.4465 0.5699  0.296
O4 -4.3217 0.5452 0.4579  -0.559
H5 -4.6777 1.4328 0.5386  0.285



Entry from the OMol25 dataset: a structure of composition C3H5Li2O4Tl in a non-equilibrium geometry (the ωB97M-V functional and the def2-TZVPD basis).

Output
Total charge: +2
DFT total energy in a.u.: -605.066295
E_HOMO (alpha / beta) in hartree: -0.658 / -0.658
Kohn-Sham gap (alpha / beta) in eV: 5.9 / 5.9

Each line ends with the Mulliken charge.
CARTESIAN COORDINATES (ANGSTROEM)
H1 -1.4061 -0.3477 -0.9205  0.399
Li1 1.2015 -1.7520 -0.6692  0.874
O1 -2.4375 -0.9128 0.7725  -0.654
O2 -0.6645 0.5694 0.8076  -0.364
C1 0.0186 1.5042 -0.0470  -0.461
C2 1.2202 0.8501 -0.7471  -0.259
O3 1.8870 -0.0624 0.0779  -0.668
C3 -1.3780 -0.5562 0.1690  0.323
H2 -0.6912 1.9181 -0.7773  0.430
H3 0.3553 2.3035 0.6265  0.343
H4 1.8861 1.6592 -1.0932  0.362
H5 0.8593 0.3497 -1.6727  0.283
O4 -0.2416 -1.7735 0.5532  -0.944
Tl1 0.8387 -0.5610 1.6108  1.442
Li2 -1.4478 -3.1886 1.3094  0.896



Entry from the OMol25 dataset: a structure of composition C3H5LiO4 in a non-equilibrium geometry (the ωB97M-V functional and the def2-TZVPD basis).

Output
Total charge: 0
DFT total energy in a.u.: -425.883019
E_HOMO in hartree: -0.355
Kohn-Sham gap in eV: 9.9

Each line ends with the Mulliken charge.
CARTESIAN COORDINATES (ANGSTROEM)
H1 1.5689 0.8697 -0.7733  0.251
C1 0.7011 2.0930 0.6251  0.323
C2 1.5512 0.9033 0.3465  -0.929
O1 -0.4164 2.0267 1.1203  -0.612
H2 1.2059 3.0786 0.5531  0.368
H3 1.1899 0.0748 0.9745  0.292
H4 2.5734 1.1018 0.7051  0.380
Li1 -1.2458 0.3354 1.2063  0.877
O2 -0.1673 -1.3253 0.9650  -0.815
C3 -0.7123 -1.2654 -0.1658  0.813
O3 -1.5627 -0.4293 -0.5333  -0.786
O4 -0.3921 -2.2303 -1.0686  -0.470
H5 -1.2014 -2.6906 -1.3205  0.309



Question: Which of these has the lowest DFT total energy?
Answer: C3H5I3Si



Question: DFT total energy of number 9 (C3H5Li2O4Tl)?
Answer: -605.066295 a.u.